i:
16
Properties=species:S:1:pos:R:3 method="wB97M-V/def2-TZVPD" homo_energy_ev=-10.15 total_charge=0 e_lumo_ev=-0.14
O -1.3992 1.6712 1.2380
O 3.7269 1.2322 0.3034
N -1.1176 -1.2062 0.9434
N -1.2887 1.8845 -0.9599
C 3.3998 0.2727 -0.3599
C 0.9542 -0.7685 -0.3431
C -1.5973 -0.5269 -0.2379
C -0.3540 -1.3739 -0.2853
C 2.0548 -0.2587 -0.3734
C -1.5446 0.9514 -0.1734
H -1.2556 0.9014 1.8236
H -0.4552 -2.3199 -0.8220
H -1.1218 2.7290 -0.1157
H -2.4566 -0.9231 -0.7817
H -1.6583 -2.0320 1.1853
H 4.1133 -0.2332 -1.0413

***

ii:
16
Properties=species:S:1:pos:R:3 method="wB97M-V/def2-TZVPD" homo_energy_ev=-9.80 total_charge=0 e_lumo_ev=0.40 smiles="O=c1cc[nH]c(=O)[nH]1.C#C"
O -0.1691 -3.1275 -1.4466
O -0.4986 0.2281 1.8269
N -0.2316 -1.6700 0.3858
N 1.7913 -2.2988 -0.5399
C 0.4260 -2.4147 -0.6011
C 1.6709 -0.1963 0.7923
C 2.3453 -1.2095 0.1923
C -3.3166 4.3267 -0.1176
C -2.8978 3.8075 -1.0948
C 0.2133 -0.4920 1.1163
H 2.3888 -2.7826 -1.1474
H -1.3271 -1.7166 0.2892
H 2.2633 0.6135 1.1602
H -3.5766 4.7979 0.8896
H 3.4641 -1.0101 0.1784
H -2.5457 3.1444 -1.8834

***

Q: Which of them is the least stable? A: i.

***

i:
16
Properties=species:S:1:pos:R:3 method="wB97M-V/def2-TZVPD" homo_energy_ev=-9.49 total_charge=0 e_lumo_ev=0.14 smiles="O=c1cc[nH]c(=O)[nH]1.C#C"
O -2.5128 2.5400 -0.0575
O -3.8586 -1.8172 0.2096
N -0.9341 0.9060 -0.1202
N -3.2300 0.4062 0.4351
C -2.8841 -1.0653 0.2529
C -2.2734 1.3095 0.1092
C 5.4434 -0.3660 -0.2514
C -1.4398 -1.2988 -0.0803
C -0.5058 -0.3576 -0.3350
C 6.1492 0.1386 0.5763
H 0.5592 -0.3687 -0.6630
H 4.9252 -0.5019 -1.1478
H -0.3755 1.6227 -0.3808
H -1.3217 -2.3297 -0.4676
H 6.5498 0.5737 1.4900
H -4.2911 0.6086 0.4305

***

ii:
16
Properties=species:S:1:pos:R:3 method="wB97M-V/def2-TZVPD" homo_energy_ev=-7.89 total_charge=0 e_lumo_ev=0.17
O -3.2013 -0.5872 0.4590
O 1.0154 -2.0347 -0.4605
N -1.6195 0.9682 -0.0825
N -1.0960 -1.2788 -0.0561
C 1.9179 -0.4528 0.7192
C 0.2646 -1.0910 -0.3758
C -2.0750 -0.3276 0.1219
C -0.3291 1.2586 -0.4343
C 2.5003 0.6031 0.5628
C 0.6112 0.3177 -0.6111
H -2.3115 1.6771 0.0059
H 2.6779 1.6719 0.3408
H 1.6243 0.5520 -0.8721
H -1.3678 -2.2384 0.0990
H 1.5143 -1.3411 1.1310
H -0.1257 2.3031 -0.5471

***

Q: Which of them is the least stable? A: ii.

***

i:
12
Properties=species:S:1:pos:R:3 method="wB97M-V/def2-TZVPD" homo_energy_ev=-9.43 total_charge=0 e_lumo_ev=0.92 smiles="CC1C=C1.Br"
Br -4.2997 -0.0055 0.1274
C 0.9111 -1.2084 0.6577
C 0.1005 -1.2471 -0.3460
C 0.7659 1.3410 -0.1653
C 1.1099 -0.0997 -0.3337
H 0.2393 1.4570 0.8286
H -0.6587 -1.8771 -0.9765
H 1.8935 -0.3632 -1.1059
H 1.7682 2.0142 -0.1345
H -3.1679 0.1326 0.8857
H 1.2174 -1.7194 1.5728
H 0.1204 1.5756 -1.0104

***

ii:
12
Properties=species:S:1:pos:R:3 method="wB97M-V/def2-TZVPD" homo_energy_ev=-8.28 total_charge=0 e_lumo_ev=0.93
Br 3.4770 0.1109 0.0270
C -1.0534 0.7839 -0.0080
C 0.1996 0.2554 -0.5179
C 1.6412 -0.3477 0.5848
C 0.7148 -1.1845 -0.3016
H -2.0309 0.4368 -0.5208
H 1.2964 -0.1211 1.6317
H 0.7987 0.8198 -1.2179
H -1.1249 1.9619 0.0371
H 1.1288 -1.7304 -1.2733
H -1.2196 0.4984 1.0417
H 0.0276 -1.6797 0.4051

***

Q: Which of them is the least stable? A: i.